# C6H7LiLuO6

C6H7LiLuO6 as an isolated structure (ωB97M-V/def2-TZVPD, the OMol25 dataset).

Structure (XYZ):
```
21
Properties=species:S:1:pos:R:3:forces:R:3
Lu 3.113 -0.373 1.270 -2.78 0.81 -1.49
O 1.314 1.147 1.180 1.20 -0.96 1.45
O 0.827 1.935 -0.888 1.74 -1.10 0.68
C -0.508 2.320 -0.510 -1.05 0.40 0.46
C -1.514 1.275 -0.977 -0.16 0.01 -0.47
O 2.674 0.796 -0.498 1.81 -1.48 0.63
C 1.607 1.297 -0.049 -2.47 1.70 -1.55
H -0.558 2.474 0.574 0.01 0.01 -0.27
H -0.690 3.270 -1.022 0.15 -0.25 0.11
H -1.406 1.091 -2.051 -0.05 0.06 0.24
H -2.518 1.681 -0.789 0.23 -0.11 -0.04
Li 0.038 -0.122 2.023 -1.02 0.06 -0.17
O -1.527 0.001 1.041 0.69 0.04 0.19
O -1.084 -1.066 -0.863 0.33 -0.58 -0.03
C -0.448 -2.799 0.200 1.42 0.42 0.41
C 0.903 -2.369 0.323 -2.37 -1.50 -2.28
O 1.313 -1.568 1.259 2.60 1.79 1.51
C -1.388 -0.024 -0.199 -0.02 -0.28 0.59
H -1.044 -2.878 1.110 -0.22 0.47 -0.40
H -0.656 -3.514 -0.594 -0.10 0.43 0.06
H 1.552 -2.573 -0.539 0.08 0.05 0.36
```
Positions in Å, forces in eV/Å.

The calculated total energy is -1926.7889 a.u. The HOMO energy (spin up / spin down) is -15.867 / -16.886 eV. As for the HOMO-LUMO gap (spin up / spin down): 5.42 / 6.42 eV. Its charge is +2. The calculation puts the lowest unoccupied orbital energy (spin up / spin down) at -10.4 / -10.5 eV. The spin multiplicity is 2.

# C6H7N

One molecule with the formula C6H7N (ωB97M-V/def2-TZVPD, the OMol25 dataset).

Structure (XYZ):
```
14
Properties=species:S:1:pos:R:3:forces:R:3
C 1.191 -0.283 -0.696 -0.18 0.16 0.23
C -0.030 -1.120 -0.403 -1.09 0.74 -0.38
C -1.427 -0.086 -0.139 1.44 -0.83 -1.37
C -0.572 -0.690 0.905 -0.03 -0.13 0.68
N 0.058 0.644 1.237 0.03 -0.07 0.74
C -0.724 1.241 0.139 1.08 0.25 -0.85
C 0.810 0.990 0.019 -0.23 0.21 -0.14
H 1.538 -0.251 -1.744 -0.46 0.30 0.46
H 2.047 -0.565 -0.064 -0.05 -0.73 -0.36
H -0.102 -2.142 -0.812 -0.42 0.71 0.45
H -2.466 -0.273 -0.470 1.02 -0.04 0.17
H -0.835 -1.357 1.705 -0.03 -0.10 0.29
H -1.178 2.244 0.117 0.30 -0.63 0.33
H 1.692 1.648 0.206 -1.39 0.16 -0.25
```
Positions in Å, forces in eV/Å.

The calculated total energy is -287.4398 a.u. The HOMO energy is -8.361 eV. As for the HOMO-LUMO gap: 9.55 eV. The SMILES is C1[C@@H]2[C@H]3[C@@H]2N2[C@H]3[C@H]12. The calculation puts the lowest unoccupied orbital energy at 1.2 eV.

# C6H7N

One molecule with the formula C6H7N (ωB97M-V/def2-TZVPD, the OMol25 dataset).

Structure (XYZ):
```
14
Properties=species:S:1:pos:R:3:forces:R:3
C 0.734 -2.018 0.808 0.38 0.32 -1.37
C 0.325 -0.857 0.309 0.25 0.41 0.16
C 0.976 0.352 -0.237 0.24 0.47 0.27
C -0.329 1.097 0.111 -0.13 0.45 0.05
C -0.820 2.082 -0.833 -0.50 0.97 -0.83
N -1.209 2.845 -1.612 0.40 -0.79 0.79
C -1.077 -0.275 0.182 -0.06 0.04 -0.11
H 1.801 -2.149 0.961 -0.07 -0.28 -0.25
H 0.182 -2.527 0.012 -0.68 -2.22 1.31
H 1.072 0.212 -1.328 -0.05 0.07 0.37
H 1.939 0.640 0.176 0.00 0.37 0.03
H -0.232 1.530 1.108 -0.18 0.10 -0.09
H -1.650 -0.502 -0.721 0.18 0.02 0.00
H -1.712 -0.430 1.064 0.21 0.06 -0.31
```
Positions in Å, forces in eV/Å.

The calculated total energy is -287.4554 a.u. The HOMO energy is -9.119 eV. As for the HOMO-LUMO gap: 9.75 eV. The SMILES is C=C1CC(C#N)C1. The calculation puts the lowest unoccupied orbital energy at 0.6 eV.

# C6H7N

One molecule with the formula C6H7N (ωB97M-V/def2-TZVPD, the OMol25 dataset).

Structure (XYZ):
```
14
Properties=species:S:1:pos:R:3:forces:R:3
C 2.213 0.233 -0.112 0.33 -0.12 2.61
C 0.696 0.191 0.044 0.16 -1.62 -2.53
C 0.049 -1.062 -0.142 0.02 2.53 -0.24
C -1.324 -1.100 -0.256 -1.37 -2.52 2.72
C -2.062 0.065 -0.008 0.18 0.16 -0.55
C -1.303 1.204 0.166 -2.58 2.61 0.87
N 0.005 1.297 0.173 0.91 0.63 0.28
H 2.486 -0.075 0.934 0.47 -0.29 -0.82
H 2.591 1.246 -0.070 -0.16 0.37 -0.64
H 2.800 -0.392 -0.831 -1.19 0.42 0.45
H 0.719 -1.844 -0.301 0.47 -1.72 -0.05
H -1.832 -2.129 -0.014 0.78 1.86 -1.49
H -3.162 0.162 0.021 0.83 -0.44 -0.03
H -1.875 2.204 0.395 1.15 -1.89 -0.57
```
Positions in Å, forces in eV/Å.

The calculated total energy is -287.5479 a.u. The HOMO energy is -9.218 eV. As for the HOMO-LUMO gap: 10.26 eV. The SMILES is Cc1ccccn1. The calculation puts the lowest unoccupied orbital energy at 1.0 eV.

# C6H7N

One molecule with the formula C6H7N (ωB97M-V/def2-TZVPD, the OMol25 dataset).

Structure (XYZ):
```
14
Properties=species:S:1:pos:R:3:forces:R:3
C 2.053 0.530 -0.087 -1.75 -1.17 1.16
C 0.677 0.233 -0.585 -2.09 -0.29 -1.17
C -0.209 -0.059 -1.544 1.03 -0.44 1.86
C -0.608 -0.356 -0.049 0.03 -1.00 -0.87
C -1.767 0.445 0.601 1.43 1.26 -3.07
C -0.399 -1.768 0.658 -0.95 3.66 -1.98
N -0.244 -2.608 1.412 0.28 -1.31 0.72
H 2.130 1.282 0.716 -0.29 -0.87 0.10
H 2.586 0.912 -0.857 1.80 1.29 -2.63
H 2.485 -0.473 0.083 0.01 0.59 0.75
H -0.537 -0.188 -2.622 0.67 0.21 1.78
H -1.763 1.526 0.298 0.50 -0.93 0.19
H -1.651 0.380 1.596 0.30 0.02 3.76
H -2.753 0.144 0.380 -0.97 -1.01 -0.59
```
Positions in Å, forces in eV/Å.

The calculated total energy is -287.4520 a.u. The HOMO energy is -9.857 eV. As for the HOMO-LUMO gap: 10.65 eV. The SMILES is CC1=C[C@@]1(C)C#N. The calculation puts the lowest unoccupied orbital energy at 0.8 eV.

# C6H7N

C6H7N as an isolated structure (ωB97M-V/def2-TZVPD, the OMol25 dataset).

Structure (XYZ):
```
14
Properties=species:S:1:pos:R:3:forces:R:3
C 1.475 1.308 -0.008 1.21 -4.53 0.04
C 0.460 0.378 0.277 -3.75 0.47 0.75
C 2.378 0.337 -0.052 2.48 0.94 -1.78
C 0.131 -0.859 0.303 -1.81 -0.31 0.14
C -1.007 0.084 0.649 1.15 -0.82 -1.67
C -2.211 0.066 -0.274 -0.24 -1.82 3.09
N 3.045 -0.672 -0.119 0.26 -0.24 -0.62
H 1.417 2.294 0.112 0.33 3.58 0.35
H 0.079 -1.795 -0.177 0.76 -0.96 -0.08
H -1.319 0.049 1.639 -0.08 0.43 1.96
H -2.146 -0.707 -0.973 0.32 -1.15 -1.37
H -2.477 0.922 -0.732 -0.70 3.12 -1.60
H -3.074 -0.227 0.376 0.48 0.30 -0.48
H 3.250 -1.177 -1.020 -0.41 1.00 1.29
```
Positions in Å, forces in eV/Å.

The calculated total energy is -287.3798 a.u. The HOMO energy is -7.982 eV. As for the HOMO-LUMO gap: 8.85 eV. The calculation puts the lowest unoccupied orbital energy at 0.9 eV.

# C6H7N

A 2-piece molecular cluster, C6H7N overall (ωB97M-V/def2-TZVPD, the OMol25 dataset).

Structure (XYZ):
```
14
Properties=species:S:1:pos:R:3:forces:R:3
C -3.424 0.318 -0.211 0.56 0.61 1.04
C -2.166 -0.076 -0.160 0.47 -1.33 -0.52
C -0.791 0.014 -0.487 2.28 3.03 -1.49
C -1.177 -1.112 0.017 -0.32 -0.61 0.69
H -4.130 -0.361 0.270 -0.34 0.76 -0.30
H -3.436 1.411 -0.288 -1.22 -0.43 -0.29
H 0.026 0.711 -0.923 -1.53 -1.62 0.97
H -0.892 -2.050 0.438 0.05 -0.45 -0.11
C 2.487 -0.550 0.671 0.47 2.25 -0.85
N 2.783 -0.668 -0.541 0.39 -1.92 0.31
C 2.826 0.706 -0.036 -3.39 1.45 -0.64
H 2.225 -0.909 1.645 -0.19 -0.83 -0.11
H 1.926 1.333 -0.530 2.29 -0.95 1.51
H 3.743 1.232 0.133 0.49 0.05 -0.20
```
Positions in Å, forces in eV/Å.

The calculated total energy is -287.3350 a.u. The HOMO energy is -8.280 eV. As for the HOMO-LUMO gap: 9.23 eV. The SMILES is C=C1C=C1.C1=NC1. The calculation puts the lowest unoccupied orbital energy at 1.0 eV.

# C6H7N

One molecule with the formula C6H7N (ωB97M-V/def2-TZVPD, the OMol25 dataset).

Structure (XYZ):
```
14
Properties=species:S:1:pos:R:3:forces:R:3
N 0.529 -0.033 2.251 -0.34 -0.85 -0.76
C 0.246 -0.065 0.866 1.45 0.93 -0.25
C -0.099 1.145 0.280 -1.11 0.31 -0.18
C -0.788 1.158 -0.951 1.91 0.45 0.32
C -0.570 0.072 -1.763 0.29 -0.64 -0.64
C 0.076 -1.099 -1.315 -2.25 0.57 1.05
C 0.421 -1.176 0.038 -0.97 -0.38 0.65
H 1.003 0.791 2.574 0.10 0.05 0.09
H 0.914 -0.899 2.585 0.33 0.06 0.25
H 0.171 2.028 0.856 -0.90 0.20 -0.04
H -1.318 2.019 -1.339 0.28 0.18 0.15
H -0.840 0.086 -2.815 -0.54 0.03 0.20
H -0.360 -1.933 -1.858 1.49 -0.63 -0.22
H 0.616 -2.092 0.591 0.27 -0.29 -0.62
```
Positions in Å, forces in eV/Å.

The calculated total energy is -287.5482 a.u. The HOMO energy is -8.054 eV. As for the HOMO-LUMO gap: 9.09 eV. The SMILES is Nc1ccccc1. The calculation puts the lowest unoccupied orbital energy at 1.0 eV.

Results for strongest force on any atom: 3.62; 2.15; 2.67; 3.95; 4.27; 4.69; 4.08; 2.55 (in eV/Å, following the order of the records).